(1)
Formula: C17H11F5NO3SW
Source: OMol25
Level of theory: wB97M-V/def2-TZVPD

Structure (XYZ):
```
39
Properties=species:S:1:pos:R:3:forces:R:3
W -0.0926 -0.3503 0.6337 -0.77 -0.05 0.04
C 0.9750 2.1109 3.9263 -0.01 0.04 0.01
C -0.1383 1.5091 3.1051 0.06 -0.08 -0.09
C -1.4387 1.3145 3.8570 -0.02 0.01 0.00
O 0.3270 0.1590 2.6128 0.06 0.15 0.02
C -0.3859 2.3044 1.8201 0.01 -0.01 -0.06
O -0.4834 3.4864 1.8088 -0.03 -0.05 0.03
O -0.5149 1.5352 0.7059 0.13 -0.20 0.15
H 1.1327 1.5385 4.8406 -0.01 0.00 0.01
H 0.6892 3.1269 4.1948 0.01 0.00 0.01
H 1.9048 2.1539 3.3613 0.00 0.00 -0.01
H -1.2764 0.7180 4.7569 0.01 0.00 -0.01
H -2.1963 0.8369 3.2335 0.00 0.00 0.00
H -1.8128 2.2902 4.1647 0.00 0.00 0.00
H 0.2916 -0.4940 3.3261 0.07 0.01 -0.01
N 5.3390 -1.4349 -4.2647 0.01 0.00 -0.01
C 4.5129 -1.3022 -3.4788 0.02 -0.01 -0.01
C 3.4771 -1.1403 -2.4961 0.04 0.00 -0.04
C 2.7056 -2.2383 -2.1245 -0.04 0.01 0.05
C 1.7029 -2.0840 -1.1849 0.03 0.02 0.07
C 1.4538 -0.8272 -0.6073 0.31 0.08 -0.13
C 2.2624 0.2689 -0.9814 0.01 -0.15 -0.08
C 3.2628 0.1113 -1.9226 -0.04 0.06 0.07
H 2.8968 -3.2035 -2.5726 -0.01 -0.01 0.01
H 1.1189 -2.9466 -0.8978 -0.01 -0.01 0.00
H 2.1252 1.2524 -0.5438 -0.08 0.01 -0.01
H 3.8794 0.9498 -2.2153 0.00 0.00 0.00
F -3.5026 0.2586 -4.2905 -0.01 0.00 0.00
C -3.0937 -0.2542 -3.1531 0.08 -0.12 0.04
C -3.5086 0.3137 -1.9518 0.06 0.01 -0.07
F -4.3109 1.3622 -1.9581 -0.01 -0.01 0.01
C -3.0519 -0.2218 -0.7676 -0.02 0.06 0.07
F -3.4422 0.3165 0.3824 -0.03 0.07 -0.05
C -2.1738 -1.3145 -0.7398 0.12 0.08 0.15
S -1.6671 -1.9955 0.8333 0.12 -0.04 -0.07
C -1.8055 -1.8869 -1.9609 0.01 -0.05 -0.10
F -1.0458 -2.9728 -1.9807 -0.03 0.05 -0.02
C -2.2473 -1.3596 -3.1608 -0.03 0.13 0.01
F -1.8684 -1.8908 -4.3103 -0.02 -0.02 0.04
```
Forces are in eV/Å.

## Properties
E   -51679.60202 eV
Energy relative to the best compared isomer or geometry (same formula, charge and spin)   0.1194 eV
Kohn-Sham gap (spin up / spin down)   0.2565 / 0.2971 hartree
Highest occupied orbital energy (spin up / spin down)   -11.91 / -13.06 eV
Spin multiplicity   3
Net charge   +1
M   588.176 g mol⁻¹

Here are the natural (NBO) charges for atoms 1 to 6, given in e: W 1.63; C -0.64; C 0.17; C -0.64; O -0.73; C 0.75



(2)
Formula: C17H11NO3S
Source: OMol25
Level of theory: wB97M-V/def2-TZVPD

Structure (XYZ):
```
33
Properties=species:S:1:pos:R:3:forces:R:3
O 1.3555 1.2054 0.0713 -0.96 -2.52 -1.06
C 0.8630 0.4292 -0.7515 1.08 3.36 1.02
O 0.8972 -0.9358 -0.6901 -0.87 0.99 0.60
C 0.9147 -1.4436 0.5754 1.25 -2.67 2.20
C 1.8251 -2.4539 0.7912 -1.25 1.96 -0.10
C 2.0220 -3.0960 2.0661 0.61 -1.02 -2.07
O 2.9110 -3.9196 2.1603 -0.13 0.12 1.12
S 0.8269 -2.8787 3.3114 -0.82 0.29 1.01
C -0.1879 -1.5624 2.6991 1.60 0.49 -1.27
C -1.1577 -0.9335 3.6154 -1.34 0.44 0.83
C -1.2937 -1.3347 4.9690 -0.40 0.46 -0.68
C -2.2864 -0.7516 5.7812 0.63 -0.22 -0.17
C -3.1496 0.2025 5.2856 0.06 0.11 -1.00
C -3.0417 0.6052 3.9358 0.49 -0.49 0.84
C -2.0467 0.0791 3.1188 -0.01 -0.99 0.75
N 0.0049 -1.0373 1.5288 -0.47 0.45 -0.74
C 0.2554 0.9823 -1.9805 -0.84 -0.68 -0.96
C 0.0161 2.3571 -2.1465 0.34 0.19 -0.87
C -0.5027 2.8732 -3.3552 0.10 -1.57 0.77
C -0.8730 1.9802 -4.3666 0.08 0.36 0.01
C -0.6697 0.6139 -4.1847 -0.07 0.29 0.12
C -0.1288 0.1040 -3.0062 -0.14 0.03 -0.47
H 2.4971 -2.7451 0.0076 0.24 -0.07 -0.15
H -0.6598 -2.1175 5.3831 -0.08 0.25 -0.08
H -2.3724 -1.0283 6.8234 0.08 -0.21 -0.03
H -3.9397 0.6112 5.9087 0.17 -0.01 -0.05
H -3.7573 1.3243 3.5763 0.02 0.14 -0.32
H -2.0267 0.3462 2.0777 0.28 0.09 -0.17
H 0.3171 3.0624 -1.3870 0.01 -0.14 0.25
H -0.6280 3.9289 -3.4679 -0.09 0.42 -0.04
H -1.3214 2.3496 -5.3047 0.35 -0.22 0.58
H -0.9480 -0.0453 -4.9886 -0.05 -0.27 -0.06
H -0.0214 -0.9869 -2.9338 0.11 0.65 0.22
```
Forces are in eV/Å.

## Properties
E   -36274.83617 eV
SMILES string   O=C(Oc1cc(=O)sc(-c2ccccc2)n1)c1ccccc1
Energy relative to the best compared isomer or geometry (same formula, charge and spin)   0.0000 eV
Kohn-Sham gap   0.3013 hartree
Highest occupied orbital energy   -9.05 eV
Net charge   0
M   309.346 g mol⁻¹

Here are the natural (NBO) charges for atoms 1 to 6, given in e: O -0.55; C 0.78; O -0.49; C 0.53; C -0.36; C 0.33



(3)
Formula: C17H12Br2Cl6N3O2PbS2
Source: OMol25
Level of theory: wB97M-V/def2-TZVPD

Structure (XYZ):
```
45
Properties=species:S:1:pos:R:3:forces:R:3
Pb 0.0244 -0.4180 -0.4230 0.04 0.01 -0.09
C -2.6437 3.3233 -3.9061 0.00 0.00 -0.01
S -3.6202 1.9389 -3.3046 0.00 0.00 -0.02
C -2.5603 1.1716 -2.1159 -0.02 0.05 0.09
S -1.0153 1.8180 -1.7850 -0.01 0.00 -0.05
N -3.1788 0.1459 -1.5910 -0.01 0.02 0.01
N -2.4683 -0.5406 -0.6504 0.04 -0.09 0.01
C -3.0978 -1.4827 -0.0619 0.03 0.00 0.04
C -2.4326 -2.3106 0.9504 -0.04 0.02 0.02
C -3.1446 -3.2581 1.6740 0.00 0.00 0.00
C -2.4774 -4.0015 2.6363 0.02 0.02 -0.03
C -1.1245 -3.7880 2.8396 -0.05 -0.06 0.02
C -0.4832 -2.8337 2.0632 -0.02 0.01 -0.05
N -1.1248 -2.1118 1.1483 0.05 -0.07 -0.02
H -3.2753 3.8182 -4.6440 0.00 0.00 0.00
H -1.7256 2.9829 -4.3780 0.00 0.00 0.00
H -2.4055 4.0170 -3.1038 0.00 0.00 0.00
H -4.1398 -1.6750 -0.3076 -0.01 0.02 0.02
H -4.2008 -3.3964 1.4832 0.00 0.00 0.01
H -3.0097 -4.7413 3.2202 0.00 0.00 0.00
H -0.5539 -4.3379 3.5746 0.01 0.02 -0.01
H 0.5798 -2.6557 2.1825 -0.02 0.00 0.02
Cl 3.6538 -3.1075 2.3493 0.04 -0.07 -0.21
C 1.3848 0.1880 2.2258 -0.03 0.03 -0.11
C 0.2143 0.6469 1.6337 -0.06 0.15 -0.08
C -0.5665 1.5329 2.3438 -0.09 -0.06 0.05
Cl -2.0833 2.0561 1.6688 0.00 0.02 0.01
C -0.2088 1.9764 3.6192 0.01 -0.04 0.00
Cl -1.2094 3.0819 4.4931 -0.01 0.01 0.01
C 0.9671 1.4985 4.1929 -0.01 0.01 -0.02
Cl 1.4403 2.0217 5.7658 0.00 0.01 0.01
C 1.7716 0.5982 3.4992 0.03 -0.03 -0.04
Cl 3.2375 -0.0083 4.1742 -0.03 0.04 0.00
Br 3.9913 -0.9826 -1.3464 0.04 -0.01 -0.04
C 4.0193 0.4686 -2.6069 -0.01 -0.01 0.05
Br 2.2715 1.2316 -2.8964 0.04 0.02 -0.03
H 4.3845 0.0978 -3.5551 -0.01 -0.01 0.00
H 4.6579 1.2447 -2.2070 0.00 0.00 -0.01
Cl 1.8567 -3.6356 4.6394 -0.08 0.04 0.07
C 3.6563 -3.7377 4.1384 0.04 -0.01 0.07
C -0.1787 -3.7175 -2.0362 -0.01 -0.02 0.03
O 2.1239 -0.6569 1.4594 0.44 -0.58 0.80
O -0.8361 -3.8683 -2.9372 0.00 0.01 -0.01
H 4.0083 -2.8101 4.6118 -0.01 -0.03 0.03
H 2.6533 -1.3297 2.0018 -0.29 0.58 -0.54
```
Forces are in eV/Å.

## Properties
E   -268527.01569 eV
Energy relative to the best compared isomer or geometry (same formula, charge and spin)   2.7728 eV
Kohn-Sham gap   0.2077 hartree
Highest occupied orbital energy   -4.05 eV
Net charge   -1
M   934.162 g mol⁻¹

Here are the natural (NBO) charges for atoms 1 to 6, given in e: Pb 1.09; C -0.76; S 0.28; C -0.06; S -0.31; N -0.43



(4)
Formula: C17H12Cl3F3NO6Rb
Source: OMol25
Level of theory: wB97M-V/def2-TZVPD

Structure (XYZ):
```
43
Properties=species:S:1:pos:R:3:forces:R:3
Rb 0.3313 -0.6356 0.1178 0.08 0.31 -0.27
O 5.1110 -1.5684 -1.2446 0.09 -0.22 -0.02
C 3.7746 -1.3897 -1.3925 0.20 0.64 0.07
O 3.2884 -0.2911 -1.3246 -0.11 -0.26 0.04
C 3.0370 -2.6550 -1.6498 -0.01 -0.42 -0.10
C 3.7026 -3.8254 -2.0090 -0.27 0.38 0.13
C 2.9210 -4.9448 -2.2545 -0.06 -0.07 -0.02
C 1.5508 -4.8472 -2.1251 -0.10 -0.03 -0.05
C 0.9671 -3.6354 -1.7374 0.05 -0.28 0.04
N 1.7119 -2.5608 -1.5086 0.26 -0.13 -0.11
C -0.5781 -3.5624 -1.5209 0.24 -0.23 -0.28
O -1.1989 -4.5312 -1.9820 0.03 -0.09 0.01
O -0.9708 -2.5556 -0.9134 -0.40 -0.31 -0.12
H 5.4758 -0.6950 -1.0417 -0.10 0.02 -0.02
H 4.7782 -3.8518 -2.0870 0.04 0.05 0.01
H 3.3890 -5.8795 -2.5407 -0.03 -0.01 0.00
H 0.8801 -5.6752 -2.3078 0.01 -0.01 0.00
Cl -0.9772 4.2427 1.6215 0.05 0.40 0.23
C -1.1737 2.6564 0.8931 -0.09 -0.27 -0.18
Cl 0.0127 2.4094 -0.4158 -0.01 0.37 -0.15
H -2.1665 2.5938 0.4397 0.08 -0.08 0.06
H -0.9826 1.8994 1.6518 0.01 0.05 -0.04
Cl -4.6675 2.2955 -3.3520 0.03 -0.03 -0.03
C -5.4048 3.0081 -1.9177 0.16 -0.14 -0.18
C -6.3296 3.9982 -2.1176 -0.11 0.10 -0.12
C -6.9694 4.6204 -1.0490 -0.06 0.07 0.00
C -6.6131 4.1813 0.2338 -0.12 0.15 0.12
C -5.6897 3.1945 0.4319 0.11 -0.11 0.15
C -4.9977 2.5123 -0.6361 -0.16 0.11 0.04
C -4.0811 1.5190 -0.4035 0.07 -0.05 0.03
H -6.5520 4.2823 -3.1405 -0.03 0.03 0.01
H -7.6991 5.4024 -1.2077 -0.02 0.03 0.00
H -7.0765 4.6305 1.1093 -0.02 0.02 -0.04
H -5.4498 2.8875 1.4448 0.01 -0.01 0.02
H -3.6304 0.9507 -1.2020 0.04 -0.01 -0.01
H -3.9170 1.2047 0.6198 0.00 -0.13 0.00
F 2.3735 -0.9020 4.6106 -0.01 0.13 0.20
C 2.0833 -1.0592 3.2993 -0.02 0.06 0.15
F 3.2613 -1.2730 2.6833 0.20 0.07 -0.20
F 1.4097 -2.2175 3.2030 -0.20 -0.14 -0.07
C 1.2954 0.1804 2.7194 0.32 -0.15 0.33
O 2.0101 1.1005 2.3331 0.30 0.19 -0.06
O 0.0663 0.0306 2.6861 -0.43 -0.02 0.45
```
Forces are in eV/Å.

## Properties
E   -77977.70097 eV
Energy relative to the best compared isomer or geometry (same formula, charge and spin)   1.4837 eV
Kohn-Sham gap   0.1396 hartree
Highest occupied orbital energy   -0.19 eV
Net charge   -2
M   575.105 g mol⁻¹

Here are the natural (NBO) charges for atoms 1 to 6, given in e: Rb 0.94; O -0.70; C 0.76; O -0.57; C 0.05; C -0.22



(5)
Formula: C17H12N6O3
Source: OMol25
Level of theory: wB97M-V/def2-TZVPD

Structure (XYZ):
```
38
Properties=species:S:1:pos:R:3:forces:R:3
O 2.0348 2.1841 -0.3651 -0.18 -0.41 0.01
C 0.8186 2.3948 -0.3202 2.38 0.67 0.25
N 0.4196 3.6961 -0.2506 -1.07 -0.28 0.27
C 1.2125 4.8299 -0.0739 -0.24 -1.36 -0.54
N 0.7098 6.0317 -0.0566 1.03 0.05 0.25
N 1.8074 6.8095 0.0979 0.33 1.47 0.25
N 2.9144 6.1559 0.1625 -0.96 0.37 -0.24
N 2.5520 4.8831 0.0461 -0.16 -2.57 -0.33
C -0.1087 1.2445 -0.3313 -1.01 -1.55 -0.01
C 0.3967 -0.0412 -0.4780 -1.68 -0.17 -0.45
C -0.5388 -1.1322 -0.6794 0.64 1.56 0.65
O -0.0165 -2.3962 -0.9024 -0.69 -0.11 -0.02
C 0.9944 -2.8299 -0.0658 1.68 0.66 0.72
C 2.2117 -3.1814 -0.6520 0.40 -0.78 -0.67
C 3.2763 -3.7113 0.1209 -2.00 0.30 0.00
C 3.1289 -3.8372 1.4923 -0.14 0.53 0.35
C 2.0027 -3.2873 2.1152 -0.55 -0.35 -0.68
C 0.9396 -2.7901 1.3375 0.26 -0.51 -0.16
C -1.9317 -0.9293 -0.6623 -0.14 -1.09 0.32
C -2.8678 -2.0780 -0.8052 -0.79 1.31 0.29
C -4.2239 -1.8939 -0.6187 1.39 0.79 0.42
C -4.7204 -0.5420 -0.2842 1.81 -0.68 -0.61
C -3.8613 0.5186 -0.1881 -0.24 -1.11 -0.66
N -2.4656 0.3688 -0.4078 0.80 -2.53 0.26
C -1.5471 1.4228 -0.2736 -0.61 2.40 -1.01
O -2.0358 2.5587 -0.2747 -0.16 0.03 0.60
H -0.5854 3.8188 -0.2067 -0.20 0.28 -0.02
H 3.1549 4.0419 -0.0702 -0.48 1.16 0.30
H 1.4756 -0.1966 -0.5166 -0.32 -0.05 0.01
H 2.2999 -3.1503 -1.7615 -0.08 0.06 0.98
H 4.1271 -4.1165 -0.3559 0.81 -0.16 -0.53
H 3.8876 -4.3295 2.0973 -0.05 0.20 -0.16
H 1.8986 -3.3535 3.1987 -0.01 0.17 -0.31
H 0.0443 -2.4422 1.8158 -0.30 0.18 0.20
H -2.4748 -3.0712 -1.0392 0.09 0.57 0.16
H -4.8701 -2.7797 -0.6301 0.07 0.63 -0.15
H -5.7712 -0.3632 -0.2017 -0.34 0.08 0.24
H -4.2880 1.4934 -0.0122 0.72 0.25 0.03
```
Forces are in eV/Å.

## Properties
E   -32905.17574 eV
SMILES string   O=C(Nc1nnn[nH]1)c1cc(Oc2ccccc2)c2ccccn2c1=O
Kohn-Sham gap   0.2621 hartree
Highest occupied orbital energy   -8.19 eV
Net charge   0
M   348.322 g mol⁻¹

Here are the natural (NBO) charges for atoms 1 to 6, given in e: O -0.66; C 0.67; N -0.60; C 0.47; N -0.32; N -0.07



(6)
Formula: C17H12NO6PSSn
Source: OMol25
Level of theory: wB97M-V/def2-TZVPD

Structure (XYZ):
```
39
Properties=species:S:1:pos:R:3:forces:R:3
Sn 0.2995 -3.2549 -0.8032 -1.11 0.54 0.92
O 4.2521 -0.6133 -0.6162 0.69 0.07 0.17
C 3.0499 -0.6297 -0.8499 -0.09 0.82 -0.21
O 2.2945 -1.6297 -0.9793 -0.14 -0.62 0.14
C 2.3048 0.7269 -1.0405 -0.08 -0.62 -0.11
P 0.5082 0.2952 -1.1066 0.15 0.62 -0.23
C -0.0177 2.0536 -1.3653 -0.12 -0.16 0.06
C -0.2607 2.4484 -2.6768 -0.03 -0.12 0.02
C -0.5473 3.7651 -2.9843 0.00 0.21 -0.13
C -0.5974 4.7134 -1.9760 -0.05 0.14 -0.09
C -0.3727 4.3307 -0.6642 0.01 0.15 0.11
C -0.0851 3.0125 -0.3596 -0.03 0.02 -0.02
C 0.1435 0.1559 0.6731 -0.02 -0.14 -0.04
C 1.1154 -0.1572 1.6143 0.03 0.08 -0.09
C 0.7810 -0.2702 2.9518 -0.02 0.02 0.18
C -0.5289 -0.0960 3.3606 0.10 0.07 0.07
C -1.5121 0.1701 2.4220 -0.16 0.13 0.08
C -1.1800 0.2961 1.0871 0.07 0.05 0.00
H 2.6043 1.1680 -1.9974 -0.03 -0.05 0.09
H 2.5302 1.4465 -0.2475 0.05 -0.12 -0.06
H -0.2230 1.7009 -3.4592 -0.02 -0.05 -0.07
H -0.7323 4.0592 -4.0099 -0.01 -0.01 -0.05
H -0.8132 5.7475 -2.2111 -0.04 0.06 -0.01
H -0.4158 5.0704 0.1252 -0.01 0.03 0.06
H 0.0866 2.7208 0.6671 0.03 -0.02 0.07
H 2.1348 -0.3300 1.3068 0.09 0.01 0.06
H 1.5499 -0.5096 3.6733 0.04 -0.05 0.06
H -0.7864 -0.1862 4.4059 -0.06 -0.11 0.06
H -2.5457 0.2409 2.7286 -0.07 -0.01 -0.02
H -1.9513 0.4944 0.3538 -0.08 -0.06 -0.02
O -3.5480 -2.0530 0.7316 0.04 0.01 0.20
C -2.4014 -2.4195 0.5211 -0.52 0.11 -0.12
O -1.8388 -2.3937 -0.6348 1.03 -0.50 -0.48
C -1.5221 -2.9486 1.6956 -0.13 -0.12 0.46
O -1.9771 -2.9924 2.8267 -0.03 0.01 -0.14
O -0.3253 -3.3153 1.3790 0.71 -0.23 -1.03
S 0.1940 -8.3915 -1.4729 0.02 -1.79 0.06
C 0.1694 -6.8005 -1.5019 0.03 1.91 -0.17
N 0.1659 -5.6270 -1.5663 -0.26 -0.27 0.23
```
Forces are in eV/Å.

## Properties
E   -57558.70539 eV
Kohn-Sham gap   0.2702 hartree
Highest occupied orbital energy   -2.96 eV
Net charge   -2
M   508.036 g mol⁻¹

Here are the natural (NBO) charges for atoms 1 to 6, given in e: Sn 1.56; O -0.72; C 0.78; O -0.83; C -0.83; P 0.86